{
  "formula": "C2HClN2S",
  "method": "the ωB97M-V functional and the def2-TZVPD basis",
  "gap_ev": [6.24, 6.23],
  "relative_energy_kj_mol": 501.5,
  "lumo_energy_ev": [-2.750, -2.757],
  "energy_ha": -1044.46531,
  "species": ["C", "C", "N", "N", "S", "Cl", "H"],
  "coordinates": [[0.8423, -0.7874, 2.3614], [0.6899, -0.3411, 1.2081], [-1.7401, 0.1804, -1.3574], [-1.3778, 0.2284, -2.4254], [-0.1470, 0.6363, 0.0956], [0.0562, 1.1333, -2.8284], [1.6765, -1.0499, 2.9462]],
  "forces_ev_per_angstrom": [[1.0, 0.8, -2.1], [-2.8, -0.1, 0.4], [-0.5, -2.2, 4.3], [-0.3, 0.9, -3.1], [0.8, 0.8, 0.8], [1.6, 0.4, -1.3], [0.3, -0.7, 1.0]],
  "lowdin_charge": [0.023, -0.604, -0.150, -0.490, 0.715, 0.494, 0.013]
}

***

{
  "formula": "C2HClO4",
  "method": "the ωB97M-V functional and the def2-TZVPD basis",
  "smiles": "O=C1OO[C@@]1(O)Cl",
  "gap_ev": 11.27,
  "relative_energy_kj_mol": 582.9,
  "lumo_energy_ev": -0.190,
  "energy_ha": -837.79506,
  "species": ["O", "C", "O", "O", "C", "O", "Cl", "H"],
  "coordinates": [[-1.3805, -1.7537, 0.0819], [-0.4589, -1.0441, -0.2586], [0.8006, -1.3478, -0.6946], [1.1717, 0.0045, -0.7591], [-0.0658, 0.4342, -0.2903], [-0.0002, 0.8167, 1.4311], [-0.8832, 1.7109, -1.0597], [0.8163, 1.1794, 1.5493]],
  "forces_ev_per_angstrom": [[2.8, 1.9, -1.3], [-3.1, -1.4, 1.3], [-0.4, -2.0, 0.1], [0.4, 2.3, -0.3], [0.2, 0.5, 4.5], [-4.1, -2.7, -4.6], [0.2, -0.2, -0.1], [3.9, 1.7, 0.3]],
  "lowdin_charge": [0.179, -0.389, 0.124, 0.013, -0.696, -0.045, 0.824, -0.010]
}

***

{
  "formula": "C2HCuLiO3",
  "method": "the ωB97M-V functional and the def2-TZVPD basis",
  "gap_ev": 6.57,
  "relative_energy_kj_mol": 105.6,
  "lumo_energy_ev": -5.486,
  "charge": 1,
  "energy_ha": -1950.23684,
  "species": ["O", "C", "O", "C", "O", "Li", "H", "Cu"],
  "coordinates": [[-1.6380, 1.0997, 0.5507], [-0.4847, 1.3561, 0.1711], [-0.7340, -1.4841, -0.2554], [0.2413, -0.8502, -0.5055], [1.4174, -0.7529, -0.3842], [-2.3444, -0.6476, 0.6277], [-0.4239, 2.2612, -0.5036], [2.1326, 1.1116, 0.7560]],
  "forces_ev_per_angstrom": [[0.9, -0.1, -0.2], [-0.5, 0.3, -0.4], [-0.2, 1.3, -1.2], [1.2, -1.7, 3.3], [-0.3, 0.4, -1.6], [0.2, 0.2, 0.0], [-0.1, -0.1, 0.5], [-1.2, -0.4, -0.3]],
  "lowdin_charge": [-0.204, -0.164, 0.093, -0.416, 0.119, 0.826, 0.054, 0.692]
}

***

What is the formula in the first record? C2HClN2S

***

Copy entry 2 word for word.
{
  "formula": "C2HClO4",
  "method": "the ωB97M-V functional and the def2-TZVPD basis",
  "smiles": "O=C1OO[C@@]1(O)Cl",
  "gap_ev": 11.27,
  "relative_energy_kj_mol": 582.9,
  "lumo_energy_ev": -0.190,
  "energy_ha": -837.79506,
  "species": ["O", "C", "O", "O", "C", "O", "Cl", "H"],
  "coordinates": [[-1.3805, -1.7537, 0.0819], [-0.4589, -1.0441, -0.2586], [0.8006, -1.3478, -0.6946], [1.1717, 0.0045, -0.7591], [-0.0658, 0.4342, -0.2903], [-0.0002, 0.8167, 1.4311], [-0.8832, 1.7109, -1.0597], [0.8163, 1.1794, 1.5493]],
  "forces_ev_per_angstrom": [[2.8, 1.9, -1.3], [-3.1, -1.4, 1.3], [-0.4, -2.0, 0.1], [0.4, 2.3, -0.3], [0.2, 0.5, 4.5], [-4.1, -2.7, -4.6], [0.2, -0.2, -0.1], [3.9, 1.7, 0.3]],
  "lowdin_charge": [0.179, -0.389, 0.124, 0.013, -0.696, -0.045, 0.824, -0.010]
}